{"formula": "C30H58IN3O3", "method": "ωB97M-V/def2-TZVPD", "species": ["C", "C", "I", "C", "C", "C", "C", "C", "C", "O", "C", "O", "C", "C", "C", "O", "H", "H", "H", "H", "H", "H", "H", "H", "H", "H", "H", "H", "H", "C", "C", "N", "C", "C", "C", "C", "H", "H", "H", "H", "H", "H", "H", "H", "H", "H", "H", "H", "H", "H", "H", "C", "C", "N", "C", "C", "C", "C", "H", "H", "H", "H", "H", "H", "H", "H", "H", "H", "H", "H", "H", "H", "H", "C", "C", "N", "C", "C", "C", "C", "H", "H", "H", "H", "H", "H", "H", "H", "H", "H", "H", "H", "H", "H", "H"], "xyz": [[1.583, -1.886, 6.493], [2.288, -1.383, 5.141], [1.620, -2.805, 3.575], [1.802, 0.051, 4.635], [2.549, 1.285, 5.289], [2.807, 2.434, 4.494], [2.433, 2.561, 2.962], [3.725, 1.900, 2.057], [5.120, 1.654, 2.949], [4.898, 2.804, 1.857], [3.517, 3.714, 5.148], [4.186, 4.501, 4.458], [3.302, 3.978, 6.690], [3.035, 2.835, 7.481], [3.020, 1.386, 6.796], [3.419, 0.439, 7.492], [1.412, -3.013, 6.354], [2.233, -1.789, 7.417], [0.531, -1.452, 6.637], [3.414, -1.508, 5.187], [0.690, 0.143, 4.870], [1.870, 0.029, 3.491], [1.542, 1.923, 2.678], [2.360, 3.629, 2.589], [3.458, 1.099, 1.227], [6.079, 1.376, 2.414], [5.427, 2.446, 3.700], [3.347, 5.031, 7.118], [2.864, 2.989, 8.593], [4.064, 1.851, -1.633], [4.016, 0.545, -2.413], [2.700, 0.225, -2.953], [2.601, -1.141, -3.459], [3.462, -1.517, -4.665], [2.083, 1.245, -3.792], [2.841, 1.692, -5.041], [3.329, 1.853, -0.824], [5.053, 1.980, -1.187], [3.881, 2.718, -2.272], [4.313, -0.253, -1.723], [4.783, 0.574, -3.199], [1.554, -1.365, -3.691], [2.855, -1.822, -2.639], [3.062, -1.103, -5.591], [3.471, -2.604, -4.784], [4.499, -1.194, -4.555], [1.896, 2.130, -3.174], [1.081, 0.913, -4.088], [3.905, 1.849, -4.855], [2.433, 2.644, -5.397], [2.732, 0.979, -5.858], [-1.825, -0.990, 2.683], [-2.246, -2.157, 1.803], [-3.187, -3.070, 2.439], [-3.372, -4.315, 1.698], [-4.009, -4.228, 0.311], [-4.407, -2.472, 2.966], [-5.306, -1.713, 1.990], [-1.404, -1.342, 3.629], [-1.058, -0.400, 2.174], [-2.659, -0.318, 2.901], [-1.337, -2.712, 1.550], [-2.641, -1.762, 0.856], [-3.953, -5.015, 2.309], [-2.391, -4.790, 1.589], [-5.084, -4.058, 0.370], [-3.869, -5.177, -0.216], [-3.562, -3.446, -0.306], [-4.130, -1.786, 3.774], [-5.003, -3.243, 3.466], [-4.743, -1.064, 1.316], [-5.997, -1.074, 2.548], [-5.917, -2.389, 1.392], [-5.023, 0.687, -6.681], [-4.665, 0.150, -5.302], [-3.237, -0.060, -5.101], [-2.929, -0.821, -3.892], [-3.279, -0.188, -2.545], [-2.377, 1.093, -5.346], [-2.635, 2.357, -4.529], [-4.638, 0.036, -7.469], [-6.110, 0.736, -6.788], [-4.636, 1.696, -6.841], [-5.178, -0.812, -5.189], [-5.089, 0.818, -4.540], [-1.865, -1.083, -3.893], [-3.452, -1.782, -3.959], [-2.576, 0.600, -2.275], [-3.220, -0.946, -1.758], [-4.291, 0.221, -2.526], [-2.450, 1.354, -6.408], [-1.329, 0.798, -5.218], [-3.697, 2.599, -4.449], [-2.147, 3.211, -5.009], [-2.219, 2.282, -3.524]], "lowdin_charge": [-0.189, -0.679, 0.782, -0.221, -0.050, -0.087, -0.050, -0.161, 0.006, -0.204, -0.284, 0.063, 0.019, 0.027, -0.254, 0.055, 0.032, 0.070, 0.090, 0.091, 0.124, 0.064, 0.101, 0.126, 0.142, 0.104, 0.094, 0.124, 0.121, -0.088, -0.268, -0.193, -0.250, -0.089, -0.249, -0.085, 0.057, 0.078, 0.070, 0.118, 0.099, 0.107, 0.108, 0.055, 0.072, 0.067, 0.101, 0.102, 0.069, 0.073, 0.055, -0.112, -0.274, -0.190, -0.248, -0.088, -0.249, -0.087, 0.048, 0.068, 0.066, 0.102, 0.090, 0.112, 0.109, 0.055, 0.072, 0.058, 0.101, 0.115, 0.066, 0.072, 0.054, -0.093, -0.275, -0.193, -0.247, -0.083, -0.248, -0.086, 0.079, 0.073, 0.064, 0.118, 0.098, 0.108, 0.109, 0.056, 0.055, 0.068, 0.102, 0.103, 0.068, 0.072, 0.053], "e_tot_ha": -1865.25971, "charge": 0, "smiles": "C[C@@H](I)CC1=C(C[C@@H]2CO2)C(=O)C=CC1=O.CCN(CC)CC.CCN(CC)CC.CCN(CC)CC", "max_force_ev_per_a": 5.5}